{
  "formula": "C12H18N4",
  "method": "ωB97M-V with the def2-TZVPD basis set",
  "elements": ["C", "N", "C", "C", "C", "C", "C", "N", "C", "C", "N", "C", "N", "C", "C", "C", "H", "H", "H", "H", "H", "H", "H", "H", "H", "H", "H", "H", "H", "H", "H", "H", "H", "H"],
  "xyz": [[-1.4715, -1.6657, -1.2100], [-1.2461, -1.4775, 0.2069], [0.0852, -2.0195, 0.7691], [-0.2733, -2.0862, 2.2503], [-1.1315, -0.7747, 2.5430], [-1.6619, -0.4309, 1.1559], [-1.1703, 0.9713, 0.7161], [0.1624, 0.9203, 0.0401], [0.6385, 1.5386, -1.1584], [0.1835, 1.4019, -2.5194], [0.6514, 2.0995, -3.5322], [1.5636, 3.0609, -3.2372], [2.1168, 3.2527, -2.0118], [1.6217, 2.4908, -1.0610], [1.2376, 0.2795, 0.8969], [1.2789, -1.1995, 0.4606], [-2.3529, -1.3188, -1.6578], [-1.4129, -2.6474, -1.4343], [-0.6056, -1.3477, -1.7852], [0.2949, -3.1354, 0.4898], [-0.9690, -2.9657, 2.4168], [0.6188, -2.1444, 2.8118], [-0.4799, 0.0267, 3.0232], [-1.9631, -0.9532, 3.1887], [-2.6974, -0.2063, 1.0597], [-1.3328, 1.6605, 1.5402], [-1.7869, 1.3716, -0.0718], [-0.7439, 0.8209, -2.7023], [1.9232, 3.7140, -3.9404], [1.9766, 2.7467, -0.0471], [1.1906, 0.3244, 1.9805], [2.1968, 0.6100, 0.5316], [1.4332, -1.2398, -0.6516], [2.1250, -1.6776, 0.9395]],
  "mulliken_charge": [-1.120, -0.041, -0.036, -0.916, -1.044, 0.237, -1.166, 0.406, 0.311, -0.093, -0.611, -0.240, -0.632, -0.308, -0.802, -0.880, 0.395, 0.477, 0.257, 0.231, 0.354, 0.430, 0.230, 0.429, 0.542, 0.293, 0.488, 0.349, 0.439, 0.448, 0.240, 0.539, 0.263, 0.531],
  "homo_energy_ev": -7.926,
  "smiles": "CN1[C@@H]2CC[C@H]1CN(c1cncnc1)CC2",
  "mol_weight_g_mol": 218.30,
  "gap_ev": 8.73
}